1.
C21H42HgO21 as an isolated structure in a non-equilibrium geometry, computed with ωB97M-V/def2-TZVPD.

The value obtained for the largest force on an atom is 5.07 eV Å⁻¹. Its total charge is +2. For the LUMO energy, the calculation gives -4.57 eV.

Each line ends with the Mulliken charge.
Positions of all 85 atoms, in Å:
Hg -0.14 0.01 -0.47  3.47
C -4.14 -2.60 -0.95  -0.54
O -3.18 -3.43 -0.36  -0.40
C -1.91 -3.14 -0.17  0.41
O -1.36 -2.05 -0.36  -0.03
O -1.19 -4.14 0.39  -0.12
C -1.78 -5.45 0.56  -0.89
H -3.68 -1.76 -1.48  0.06
H -4.84 -2.24 -0.20  0.31
H -4.58 -3.19 -1.75  0.36
H -1.98 -6.05 -0.32  0.34
H -2.77 -5.42 1.01  0.33
H -1.15 -5.97 1.28  0.27
C -2.71 3.51 3.26  -0.77
O -2.00 2.79 2.17  -0.18
C -1.22 1.82 2.35  -0.02
O -0.70 1.09 1.50  -0.27
O -0.98 1.57 3.68  -0.49
C 0.05 0.68 4.10  -0.21
H -2.71 4.56 2.97  0.26
H -2.22 3.44 4.23  0.41
H -3.79 3.35 3.31  0.29
H 0.96 1.22 3.83  0.28
H 0.00 -0.35 3.74  -0.28
H -0.03 0.64 5.18  0.37
C 3.90 -2.98 2.13  -0.88
O 2.96 -2.24 1.33  -0.08
C 1.69 -2.07 1.76  -0.19
O 0.98 -1.24 1.23  0.14
O 1.34 -2.87 2.75  -0.38
C 0.00 -3.05 3.33  -0.67
H 3.55 -4.00 2.26  0.33
H 3.92 -2.47 3.10  0.33
H 4.90 -3.10 1.70  0.30
H -0.06 -4.06 3.72  0.30
H -0.80 -2.86 2.61  0.17
H -0.10 -2.36 4.17  0.35
C 4.70 0.70 1.24  -0.45
O 3.79 1.77 1.57  -0.42
C 2.61 1.91 1.11  0.53
O 1.99 1.11 0.40  -0.38
O 2.14 2.96 1.59  -0.39
C 1.22 3.72 0.83  -0.35
H 5.27 0.51 2.15  0.32
H 5.35 1.03 0.43  0.33
H 4.33 -0.28 0.93  -0.02
H 0.91 4.66 1.30  0.28
H 0.40 3.05 0.61  -0.17
H 1.83 3.98 -0.03  0.29
C -3.02 4.36 -0.73  -0.86
O -2.25 3.22 -1.14  -0.06
C -2.73 1.95 -1.15  0.60
O -2.05 0.92 -1.31  -0.47
O -4.00 1.97 -0.93  -0.41
C -4.77 0.80 -0.81  -0.86
H -2.36 5.16 -0.38  0.25
H -3.69 4.25 0.13  0.30
H -3.53 4.65 -1.65  0.38
H -4.61 0.18 0.07  0.29
H -4.80 0.13 -1.67  0.36
H -5.81 1.13 -0.73  0.38
C 4.04 -2.25 -2.58  -0.65
O 2.77 -2.93 -2.58  -0.39
C 1.69 -2.38 -2.16  0.29
O 1.57 -1.23 -1.67  -0.25
O 0.60 -3.25 -2.20  -0.17
C 0.77 -4.63 -2.57  -0.85
H 4.48 -2.39 -1.59  0.19
H 4.14 -1.20 -2.83  0.30
H 4.74 -2.77 -3.24  0.32
H 1.36 -5.15 -1.82  0.33
H 1.16 -4.68 -3.58  0.38
H -0.17 -5.14 -2.80  0.24
C 2.09 4.60 -2.85  -0.75
O 1.96 3.30 -2.28  -0.29
C 0.90 2.52 -2.61  0.28
O 0.73 1.43 -2.17  0.18
O 0.14 3.11 -3.50  -0.37
C -0.92 2.35 -4.22  -0.54
H 1.24 5.20 -2.53  0.29
H 2.20 4.55 -3.93  0.36
H 3.04 5.01 -2.49  0.25
H -1.88 2.46 -3.71  0.10
H -0.68 1.29 -4.29  0.21
H -1.11 2.69 -5.24  0.40

2.
C14H18N3ORuS as an isolated structure, computed with ωB97M-V/def2-TZVPD.

The value obtained for the largest force on an atom is 0.85 eV Å⁻¹. Its total charge is +3. For the LUMO energy (alpha / beta), the calculation gives -14.21 / -14.22 eV.

Each line ends with the Mulliken charge.
Positions of all 38 atoms, in Å:
Ru -0.10 0.02 -0.51  0.11
S 3.64 -1.21 1.28  0.02
C 2.69 -2.67 0.89  -0.46
C 1.48 -2.42 0.38  -0.46
C 1.23 -1.02 0.21  0.92
C 2.42 -0.23 0.75  0.12
C 2.33 1.18 0.70  1.05
C 3.35 2.06 1.05  -0.60
C 3.14 3.43 0.91  -0.51
C 1.91 3.86 0.43  -0.62
C 0.92 2.91 0.10  -0.09
N 1.11 1.61 0.22  -0.09
H 3.15 -3.63 1.09  0.54
H 0.79 -3.21 0.08  0.45
H 4.30 1.69 1.42  0.44
H 3.91 4.14 1.16  0.51
H 1.70 4.91 0.30  0.47
H -0.05 3.25 -0.26  0.46
C -0.14 -0.19 4.67  -1.61
C -1.20 0.04 3.60  1.08
C -1.44 1.53 3.40  -1.87
C -2.50 -0.68 3.94  -1.49
N -0.60 -0.53 2.35  -0.05
N -1.29 -0.21 1.14  -0.56
H -0.53 0.12 5.64  0.44
H 0.77 0.38 4.47  0.37
H 0.12 -1.25 4.75  0.43
H -1.70 1.98 4.36  0.47
H -2.29 1.76 2.75  0.55
H -0.54 2.05 3.04  0.39
H -2.93 -0.27 4.85  0.43
H -2.32 -1.75 4.11  0.40
H -3.25 -0.57 3.15  0.39
H -0.48 -1.54 2.39  0.46
H -1.70 0.72 1.32  0.38
H -2.08 -0.83 0.96  0.34
O -1.51 -2.35 -1.93  -0.06
C -1.02 -1.50 -1.40  0.30